1.
211
Properties=species:S:1:pos:R:3:forces:R:3:mulliken_charge:R:1 method="wB97M-V/def2-TZVPD" total_charge=+5 homo_lumo_gap_ev=0.8
C 2.208 3.822 -6.876 1.3 2.4 0.2 -0.40
H 8.755 1.512 -0.840 -0.9 0.2 0.4 0.36
H -5.020 -3.562 -1.814 0.2 0.0 0.3 0.39
C 4.948 -3.110 6.996 -0.5 -1.0 0.3 -0.65
H 5.161 0.493 6.489 0.7 -0.3 1.0 0.35
C -3.747 -1.323 9.884 -0.8 0.5 -0.3 -0.66
C -8.509 -4.958 0.505 -0.8 -2.6 -0.6 -0.52
H -6.655 4.303 -1.599 0.1 0.2 0.6 0.38
H -0.089 -5.287 -5.521 -0.8 -0.1 0.6 0.36
H 3.356 -7.633 -0.437 0.9 -0.1 -0.6 0.35
H -0.429 9.355 6.791 0.1 0.1 0.1 0.36
H 6.781 -1.460 4.594 -0.4 -0.5 -0.1 0.35
H -2.840 -3.386 5.980 0.1 0.4 -0.4 0.35
C -6.897 -4.433 -1.417 -0.2 -0.9 1.6 -0.67
H -1.044 0.048 -0.725 0.0 -0.6 0.0 0.29
H 4.747 -0.712 4.580 -0.3 0.2 0.1 0.44
H -4.511 3.825 -1.326 0.3 -0.4 -0.1 0.36
H -3.204 3.528 -3.500 0.3 0.5 0.3 0.38
H 1.713 -6.601 -4.144 -0.9 0.4 -0.1 0.49
H 1.928 -3.469 -4.287 0.4 -0.2 -0.1 0.25
H 1.154 5.318 -8.076 0.0 -0.1 -0.1 0.51
H 9.498 3.276 -2.105 -0.4 0.4 -0.1 0.45
H 8.194 -0.100 -1.293 -0.4 0.2 0.2 0.42
H -0.195 1.491 -0.661 0.5 0.5 -0.3 0.32
C -11.078 -5.386 0.837 -0.6 0.9 -1.5 -1.28
H -0.075 3.004 -12.044 -0.1 0.3 0.1 0.37
C -5.414 -4.559 -1.612 1.1 0.6 -0.4 -0.63
C -4.761 -5.278 -0.373 -0.8 0.9 -0.7 -0.58
H -0.340 1.900 -8.152 0.2 0.1 -0.1 0.35
N -6.082 6.394 -1.055 1.0 -1.7 -1.7 0.04
H -5.324 8.402 -1.302 -0.3 0.1 -0.3 0.43
C 0.245 0.163 1.002 1.1 -4.2 -0.1 0.59
H -5.696 5.241 0.737 -0.5 0.0 -0.3 0.41
H 3.280 1.455 5.457 0.2 -0.5 -0.3 0.35
H -0.890 3.073 -9.934 -0.6 0.9 0.5 0.22
H 8.460 2.921 -6.382 -0.3 0.0 1.1 0.29
H 9.457 0.644 -5.276 0.0 0.0 -0.4 0.35
C 2.708 -7.679 -1.311 -1.2 -1.1 0.0 -0.59
H -7.150 -3.463 -0.989 -0.2 -0.2 -0.1 0.41
H -1.880 -0.236 9.616 0.1 0.0 0.0 0.31
H 10.084 3.559 -6.081 -0.3 0.3 0.7 0.35
H 2.680 4.507 -9.796 -0.2 0.0 0.5 0.46
C -5.509 7.537 -1.940 0.7 -1.0 1.3 -0.88
N -4.155 -1.527 8.388 0.6 0.3 0.1 0.19
H 7.396 3.180 -3.889 0.0 -0.2 0.1 0.37
H 0.318 4.725 -11.711 0.9 -0.2 -1.4 0.29
H 7.264 -2.689 5.826 0.2 0.4 0.1 0.44
C 5.419 -4.854 5.278 -1.1 0.6 0.2 -0.61
H 3.088 4.506 -4.936 0.2 0.0 -0.5 0.32
H -0.397 7.947 7.823 0.2 -0.1 0.3 0.30
N 3.085 -5.758 -2.864 1.6 -1.2 -2.0 0.34
C -4.797 -0.281 7.774 -0.2 -0.7 1.4 -0.96
H -8.537 -3.875 0.622 0.7 -0.2 -0.1 0.28
C 2.178 -5.616 -4.166 0.9 -0.7 1.0 -0.93
C 4.863 -3.523 4.729 0.5 0.8 -0.8 -0.54
H -7.911 -7.538 -0.167 -0.3 0.0 -0.3 0.37
H 2.159 2.146 -11.512 -0.7 0.0 -0.2 0.35
H -4.708 -1.102 10.350 0.0 -0.2 0.3 0.44
H 3.186 4.153 -7.223 -0.2 0.4 -1.1 0.32
C -3.548 -2.631 6.323 1.4 0.5 0.7 -0.73
C -2.780 -0.180 10.228 -0.5 1.0 -1.1 -0.23
C 4.274 -0.112 6.672 1.3 0.9 -1.8 -0.15
H -4.719 2.927 -3.635 -0.8 0.1 0.4 0.37
H -3.399 -2.305 10.206 0.1 0.1 0.0 0.35
H -7.977 7.637 1.318 -0.4 -0.1 -0.4 0.39
H -0.646 -3.634 -4.902 -0.1 -0.5 0.4 0.34
C 3.203 0.977 6.433 -0.9 -0.9 0.0 -1.35
C 3.975 -7.032 -3.127 0.5 -1.6 0.5 -0.73
H -9.838 -6.406 -0.611 0.3 -0.2 0.8 0.30
H 6.271 0.850 -2.390 0.1 0.1 -0.7 0.38
H -4.063 -4.756 0.282 0.3 0.6 -0.8 0.37
H 0.479 7.948 6.269 -0.1 -0.4 -0.4 0.37
H -2.295 -2.609 8.013 -0.1 0.4 0.7 0.40
H 2.236 0.476 6.476 -0.3 0.4 0.0 0.31
H -6.475 5.281 -2.971 0.2 0.8 0.0 0.52
H 9.505 4.121 -3.724 -0.3 -0.3 0.1 0.35
H 1.448 1.549 -8.033 -0.3 0.3 0.2 0.33
H -5.173 8.226 0.983 -0.1 0.1 0.2 0.31
C 4.317 -1.108 5.500 -1.1 -1.6 0.1 -0.84
H 10.931 1.990 -7.572 0.2 0.0 -0.9 0.36
H -5.615 -3.045 6.234 -0.1 -0.2 -0.3 0.23
C -1.825 7.877 6.189 -1.2 0.8 1.7 0.47
H 4.783 -7.112 -2.400 0.4 1.3 -0.2 0.41
H -8.014 6.974 -1.410 -0.5 0.0 0.3 0.46
C 0.181 -4.286 -5.185 0.8 -0.5 -0.4 -1.34
N 0.974 3.398 -9.091 1.1 -0.7 2.3 0.16
C 3.223 -8.278 -2.626 -0.2 1.0 0.6 -0.67
H 9.201 -0.038 -3.247 0.8 -0.2 0.0 0.39
C 1.955 3.190 -11.274 0.4 0.7 0.5 -0.69
C 9.396 0.864 -2.666 0.1 -0.1 -2.4 -0.56
H 6.369 -5.149 4.831 0.0 0.3 0.3 0.33
H 6.498 -4.458 7.012 0.0 -0.8 0.7 0.27
H 0.695 1.374 -9.567 -0.6 -0.1 0.0 0.50
H 0.986 -4.216 -3.104 -0.6 -0.2 0.0 0.55
H 10.438 1.023 -2.388 -0.2 -0.7 0.4 0.46
H -0.647 0.754 2.956 0.3 -0.8 0.0 0.28
O 0.427 -1.229 1.155 0.0 0.3 -0.1 -1.00
H -6.121 -2.744 8.550 -0.1 1.4 -0.4 0.49
H 3.088 2.820 -9.431 -0.4 0.0 0.3 0.37
H -7.464 -4.635 -2.326 -0.2 0.0 0.3 0.39
H 4.757 -5.717 5.201 -0.2 0.3 -0.8 0.27
H 4.306 -0.684 7.599 -0.3 0.7 0.2 0.34
H -4.744 -3.544 8.895 0.7 0.5 0.6 0.31
H -4.396 4.452 -4.363 -0.1 0.5 0.3 0.36
H -3.719 -1.848 5.583 -0.3 -0.7 -0.5 0.39
H -1.775 0.124 1.671 0.0 -0.1 0.2 0.30
H 1.738 5.546 -5.286 0.2 0.3 -1.3 0.35
H 4.961 -4.717 -3.192 -0.2 -0.1 -0.1 0.31
H -3.714 5.201 -1.825 -0.4 0.7 -0.4 0.45
H -6.093 7.724 -2.842 -0.5 0.0 0.5 0.33
C -7.229 7.676 0.526 -1.1 1.4 1.5 -0.69
H 3.201 1.854 7.080 0.3 -0.5 0.6 0.39
C -7.435 6.656 -0.544 -0.8 0.0 -1.3 -0.63
C 9.768 3.226 -3.160 0.4 0.0 0.6 -1.03
C -9.880 -5.412 -0.166 1.4 -0.3 0.8 -0.54
C 5.438 -4.549 6.773 1.7 0.5 0.2 -0.78
C -4.233 3.884 -3.447 0.5 -1.1 -1.0 -1.54
H 0.504 -3.878 -6.143 0.6 0.3 0.1 0.36
C 4.004 -4.500 -2.717 -0.4 -1.4 0.6 -0.80
H -2.378 6.056 5.108 -0.7 -0.1 0.2 0.22
H -3.358 -0.112 12.291 -0.1 -0.1 0.0 0.35
H -11.029 -5.542 1.914 1.1 -0.4 -0.2 0.37
H -5.226 -5.086 -2.547 0.2 -0.4 0.2 0.33
C -6.015 5.088 -2.002 1.1 0.9 0.8 -0.76
C 2.282 -6.269 -1.643 -0.5 2.0 0.4 -0.56
H 1.249 -6.015 -1.881 -0.1 -0.7 0.0 0.32
H 2.728 3.754 -11.796 -0.5 0.0 -0.8 0.38
H -1.682 8.428 5.260 -0.4 -0.5 -1.6 0.09
H -4.131 0.559 7.967 0.0 -0.1 -0.5 0.36
C 7.107 1.548 -2.364 0.2 0.9 0.9 -0.57
C -1.843 6.363 6.007 1.5 -0.5 -1.5 -1.06
C -0.840 0.640 1.889 -0.6 2.0 -0.3 -1.20
H 4.927 -5.305 7.368 0.2 0.3 0.2 0.48
C 2.320 3.479 -9.834 -1.1 -0.1 -0.2 -0.65
H -7.268 8.695 0.140 -0.1 -0.1 -0.1 0.31
H -4.325 6.151 0.222 0.0 0.1 -0.3 0.40
H -9.970 -4.861 -1.102 -0.8 0.8 0.4 0.43
H -11.561 -4.412 0.765 -0.2 0.0 -0.1 0.34
H -2.344 -0.995 7.235 -0.3 0.1 0.3 0.47
H 9.789 3.092 -8.444 0.0 0.3 0.7 0.37
C -0.148 3.867 -10.014 1.8 -2.3 0.6 -0.46
C -5.885 7.422 1.170 1.4 -1.4 -1.4 -0.64
H -2.001 0.885 11.991 0.4 -0.3 -0.4 0.37
H 3.859 -3.091 7.026 0.0 0.1 1.3 0.45
C 9.811 1.657 -5.084 -0.9 -0.5 0.3 -0.62
H 3.579 -3.602 -3.167 -0.2 -0.4 0.3 0.28
C 2.158 4.564 -5.502 -1.1 -1.9 1.3 -1.38
C -5.411 6.200 0.306 1.7 0.6 0.3 -0.62
C 9.503 2.647 -6.221 -0.1 1.6 -0.8 -0.22
H -5.063 -0.487 6.737 0.3 0.2 0.1 0.42
H 5.418 -3.108 3.887 -0.7 -0.7 -0.7 0.38
H 2.493 -5.626 -0.788 0.2 0.2 -0.2 0.37
C 8.300 0.928 -1.640 1.8 0.1 0.1 -0.76
H 7.312 1.537 -4.564 -0.3 0.1 0.0 0.42
C -4.534 4.554 -2.135 -1.2 -0.4 1.1 -0.34
N 9.158 1.969 -3.706 -0.2 1.3 0.3 0.12
C -5.948 -5.473 0.553 -1.1 -1.4 0.3 -0.73
C 9.899 2.322 -7.681 0.6 -2.2 1.1 -1.44
H 3.320 -1.495 5.289 -0.2 0.1 -0.1 0.39
H -4.810 -4.406 6.927 0.6 0.1 -0.2 0.39
C 6.577 -1.880 5.579 -0.6 -0.5 0.8 -0.99
H -7.782 5.691 -0.174 -0.3 0.2 0.0 0.43
C -4.773 -3.318 6.869 -2.3 0.6 -1.2 -0.45
C 0.633 1.945 -8.640 1.5 0.8 -1.2 -1.10
H 2.461 2.766 -6.776 -1.1 -0.1 0.4 0.33
H 3.825 -9.156 -2.390 0.5 0.3 -0.4 0.38
H 6.781 2.356 -1.709 -0.3 0.1 -0.3 0.27
H 1.966 -8.376 -0.922 -0.8 0.6 -0.1 0.36
H -11.768 -6.123 0.426 -0.3 0.1 0.3 0.35
H -1.866 -0.956 11.912 0.4 0.4 0.8 0.35
H -5.833 7.185 2.233 -0.3 0.0 -0.1 0.41
H 3.780 -3.510 4.612 0.1 -0.1 -0.4 0.46
H -5.699 -0.108 8.361 -0.1 0.1 -0.2 0.37
C -0.429 8.265 6.781 -0.8 0.7 1.3 -1.43
H -3.240 0.796 10.075 -0.3 -0.1 -1.0 0.34
C -2.929 -1.866 7.530 -0.7 -1.5 -0.5 -0.73
C -7.537 -6.885 -0.956 0.3 1.7 1.0 -1.09
H 1.483 3.947 -4.909 -0.1 -0.1 0.4 0.36
H -5.871 -6.388 1.139 -0.2 -0.1 0.0 0.43
H 1.192 0.592 1.330 0.4 1.0 -0.3 0.12
H 0.072 4.043 -7.403 0.1 0.5 0.6 0.48
N 5.150 -2.415 5.740 1.7 1.5 -1.6 0.11
H -8.245 -6.595 -1.732 0.0 -0.7 0.2 0.48
H 10.869 1.586 -4.833 0.0 0.1 -0.3 0.46
H 4.167 -4.396 -1.645 0.0 0.3 -0.2 0.35
C 7.631 2.131 -3.708 0.3 -1.0 -0.4 -0.69
C 1.057 4.264 -7.814 0.2 -1.9 -0.1 -0.70
H -6.095 -4.669 1.274 0.3 0.2 -0.2 0.47
H 9.297 1.469 -7.996 0.2 -0.2 -0.3 0.35
H -4.208 -6.112 -0.806 -0.5 -0.6 0.7 0.30
H -8.446 -5.485 1.457 0.0 0.3 0.2 0.50
H -0.906 1.685 1.588 -0.9 0.6 0.0 0.28
H -1.988 5.674 6.838 -0.7 0.6 0.4 0.32
H 5.589 -2.700 7.777 -1.0 0.5 0.3 0.41
H 2.444 -8.627 -3.304 -0.3 0.2 0.2 0.30
O -2.947 8.353 6.840 1.5 -0.5 -0.4 -0.91
C 1.329 -4.366 -4.128 -0.6 0.7 -0.2 -0.30
H 2.831 -5.675 -5.037 0.3 0.3 0.2 0.37
N -7.238 -5.500 -0.261 -0.2 1.2 -2.2 0.22
H 6.575 -1.031 6.263 0.7 -0.3 0.2 0.38
H 4.375 -7.221 -4.124 -0.2 1.1 -0.2 0.41
H 0.685 -0.010 -1.163 0.1 0.0 0.2 0.26
C 0.487 3.691 -11.411 -0.2 1.0 -0.1 -0.51
C -5.080 -2.752 8.226 1.5 -1.1 1.2 -0.70
H 10.856 3.170 -3.130 0.0 -0.3 -0.4 0.37
H -4.541 7.160 -2.269 0.0 0.1 0.1 0.35
C -0.050 0.425 -0.485 -0.6 1.0 0.5 -1.21
H -6.652 -7.347 -1.394 0.2 0.5 0.1 0.33
C -2.449 -0.062 11.691 -0.3 -1.4 0.7 -1.42
H -0.813 6.149 5.723 0.5 -0.5 -0.3 0.28
H -0.358 4.853 -9.600 -0.7 0.0 -0.9 0.41

=====

2.
12
Properties=species:S:1:pos:R:3:forces:R:3:mulliken_charge:R:1 method="wB97M-V/def2-TZVPD" relative_energy_kj_mol=178.0 smiles="CCC#CC=O" homo_lumo_gap_ev=10.6
H -1.635 0.773 -1.283 -0.1 -0.1 0.1 0.31
H -1.668 1.010 0.468 0.0 -0.1 -0.1 0.32
H 3.693 0.078 0.463 0.0 0.1 -0.1 0.28
O 2.716 1.803 0.858 0.2 -0.4 -0.2 -0.43
H -1.111 -1.700 -0.901 0.1 0.1 0.1 0.29
C -1.842 0.280 -0.329 -0.1 0.1 0.0 -1.10
C 1.566 -0.028 0.005 -0.6 -0.2 0.1 0.22
H -1.124 -1.406 0.834 0.0 0.0 -0.2 0.24
C -0.929 -0.936 -0.138 0.0 0.0 0.0 -0.40
C 2.756 0.661 0.456 0.0 0.3 0.1 -0.21
C 0.470 -0.518 -0.124 0.5 0.2 0.1 0.14
H -2.894 -0.018 -0.309 0.1 0.0 0.0 0.33

=====

3.
11
Properties=species:S:1:pos:R:3:forces:R:3:mulliken_charge:R:1 method="wB97M-V/def2-TZVPD" relative_energy_kj_mol=550.5 homo_lumo_gap_ev="8.4 / 9.2"
C -0.672 -1.439 0.000 -0.2 -0.5 4.0 -0.46
H 0.417 0.838 -0.487 -2.4 -0.2 -1.7 0.23
H -0.316 -1.229 -0.922 1.4 0.0 -3.0 0.54
O -1.430 -0.559 0.500 -2.3 1.3 2.1 0.00
H 1.190 0.722 0.919 0.6 -0.3 2.2 0.29
H -2.539 1.065 0.382 -0.7 -0.7 1.7 0.21
C 1.362 0.760 -0.104 2.3 0.9 -1.3 -0.48
H 1.933 1.602 -0.453 0.0 0.9 0.5 0.27
F 2.110 -0.281 -0.622 -0.3 -1.1 0.2 -0.28
H -0.282 -2.088 0.850 -0.5 0.4 -1.9 0.26
N -1.773 0.608 -0.063 2.0 -0.7 -2.8 -0.60

=====

For each record above, in turn, the calculated DFT total energy values are -2977.86269 -269.27844 -309.45611 Ha.
For each record above, in turn, the calculated F_max values are 0.08386 0.01155 0.07790 hartree/bohr.